{
  "formula": "C3H20O7",
  "method": "ωB97M-V/def2-TZVPD",
  "e_tot_ev": -17768.2468,
  "homo_ev": -10.28,
  "homo_lumo_gap_ev": 10.42,
  "lumo_energy_ev": 0.144,
  "smiles": "CC(C)O.O.O.O.O.O.O",
  "symbols": ["C", "C", "C", "O", "H", "H", "H", "H", "H", "H", "H", "H", "O", "H", "H", "O", "H", "H", "O", "H", "H", "O", "H", "H", "O", "H", "H", "O", "H", "H"],
  "coordinates": [[-1.8261, 1.4764, 0.2437], [-2.8424, 0.4779, 0.9269], [-2.3739, -0.9331, 0.9763], [-3.2191, 1.0143, 2.1813], [-1.6445, 1.2603, -0.7979], [-0.8593, 1.4441, 0.8023], [-2.1579, 2.4948, 0.4469], [-3.7565, 0.4789, 0.3111], [-1.4027, -0.9635, 1.4772], [-2.1199, -1.3192, 0.0160], [-3.1326, -1.4826, 1.5273], [-2.4282, 1.0240, 2.7334], [-0.6749, 1.1203, -3.3077], [-0.0330, 0.7476, -2.6594], [-0.6702, 2.0716, -3.1357], [2.7407, -1.7566, -1.6952], [3.4694, -1.1398, -1.6220], [2.8214, -2.1759, -2.5395], [3.2685, 1.8900, -0.5139], [2.3682, 1.5949, -0.7695], [3.4345, 2.6692, -1.0514], [1.2884, -3.4928, 0.8938], [1.9852, -3.2853, 0.2502], [0.9422, -2.6456, 1.1579], [1.1239, -0.1625, 1.9832], [1.7016, 0.4484, 1.5115], [1.5203, -0.2409, 2.8530], [0.9682, 0.1146, -0.8843], [1.2911, -0.7869, -1.0537], [0.2175, 0.0575, -0.2616]],
  "forces_ev_per_a": [[0.07, -0.67, 1.81], [0.08, 1.85, -1.79], [0.84, 0.27, 1.19], [0.08, -0.34, 0.22], [-0.12, 0.10, -0.37], [-0.42, -0.28, -0.32], [-0.30, -0.02, -0.54], [0.11, 0.26, 0.31], [-0.09, -0.14, 0.59], [-0.51, -0.45, -0.97], [0.23, -0.55, -0.19], [-0.06, 0.00, 0.07], [0.58, -0.10, 0.60], [-0.53, 0.34, -0.44], [0.01, -0.26, -0.06], [-0.25, -0.03, 0.83], [0.25, 0.24, 0.01], [0.08, -0.36, -0.78], [-0.66, -0.23, -0.19], [0.55, -0.03, 0.16], [0.05, 0.05, 0.03], [0.46, -0.42, -0.48], [-0.29, -0.02, 0.25], [-0.13, 0.59, 0.22], [-0.03, 0.02, -0.07], [0.05, -0.03, -0.14], [0.01, -0.07, 0.21], [-0.70, 0.22, 0.21], [0.08, 0.14, 0.00], [0.53, -0.08, -0.39]]
}

---

{
  "formula": "C5H5BrN2O3",
  "method": "ωB97M-V/def2-TZVPD",
  "e_tot_ev": -84426.4262,
  "homo_ev": -9.62,
  "homo_lumo_gap_ev": 9.98,
  "lumo_energy_ev": 0.355,
  "smiles": "O=[N+]([O-])O.Brc1ccccn1",
  "symbols": ["O", "N", "O", "O", "H", "Br", "C", "C", "C", "C", "C", "N", "H", "H", "H", "H"],
  "coordinates": [[-0.4143, -3.2950, 1.3382], [-0.5668, -2.8789, 0.2411], [0.2045, -2.9761, -0.6379], [-1.7085, -2.2163, 0.0592], [-1.7272, -1.8420, -0.8349], [-3.3778, 0.3147, 0.1943], [-1.6138, 0.3971, -0.1954], [-0.8092, 1.1021, 0.7028], [0.5639, 1.1919, 0.3021], [1.0112, 0.6570, -0.8197], [0.1298, -0.0100, -1.6455], [-1.1022, -0.1665, -1.3820], [-1.1485, 1.5728, 1.6273], [1.2559, 1.7950, 0.9298], [1.9583, 0.8259, -1.2759], [0.5380, -0.6867, -2.4223]],
  "forces_ev_per_a": [[-0.26, -0.56, 1.78], [-0.11, -0.09, 1.46], [1.43, 0.08, -2.94], [-1.46, -0.54, 0.63], [0.42, 0.13, -0.76], [-1.87, -0.29, -0.08], [3.11, 1.16, -0.93], [1.08, -0.80, -1.52], [-0.76, 2.14, 3.26], [0.70, -0.08, -2.31], [1.92, -1.79, -0.69], [-4.16, 0.55, 2.47], [-0.09, -0.34, -0.44], [-0.59, -0.56, -0.38], [0.97, 0.04, 0.49], [-0.32, 0.94, -0.06]]
}

---

{
  "formula": "C41H36N10PdS",
  "method": "ωB97M-V/def2-TZVPD",
  "e_tot_ev": -72322.3092,
  "homo_ev": [-6.37, -6.38],
  "homo_lumo_gap_ev": [4.96, 4.97],
  "lumo_energy_ev": [-1.410, -1.409],
  "symbols": ["Pd", "C", "C", "C", "C", "C", "N", "C", "C", "C", "C", "C", "C", "C", "C", "N", "C", "N", "C", "N", "C", "N", "C", "N", "C", "N", "C", "C", "C", "C", "C", "C", "C", "C", "C", "C", "C", "C", "C", "C", "N", "H", "H", "H", "H", "H", "H", "H", "H", "H", "H", "H", "H", "H", "H", "H", "H", "C", "C", "C", "C", "N", "C", "S", "N", "C", "C", "C", "C", "H", "H", "H", "H", "H", "H", "H", "H", "H", "H", "H", "H", "H", "H", "H", "H", "H", "H", "H", "H"],
  "coordinates": [[-0.8600, -1.1870, -0.5891], [5.4980, -1.2696, -2.2035], [5.1333, -0.2266, -3.0560], [3.8277, 0.2248, -3.1214], [2.8973, -0.3811, -2.2929], [1.4687, -0.2151, -2.1608], [0.7649, 0.6164, -2.9025], [-0.5491, 0.7303, -2.8525], [-1.3310, 1.4781, -3.8125], [-0.9975, 2.1819, -4.9608], [-2.0274, 2.7639, -5.6791], [-3.3591, 2.6279, -5.2842], [-3.7057, 1.9076, -4.1553], [-2.6787, 1.3436, -3.4136], [-2.6717, 0.5225, -2.2247], [-3.7639, 0.1608, -1.5823], [-3.8033, -0.7180, -0.6060], [-2.7600, -1.4290, -0.0877], [-3.2313, -2.2974, 0.8506], [-2.5312, -3.1715, 1.5413], [-1.2315, -3.3510, 1.4167], [-0.3569, -2.6429, 0.6471], [0.8856, -3.2079, 0.7383], [1.9882, -2.8229, 0.1258], [2.0462, -1.8538, -0.7659], [1.0032, -1.1144, -1.2474], [3.2629, -1.4310, -1.4225], [4.5713, -1.8912, -1.3848], [0.8254, -4.3233, 1.6550], [1.7797, -5.2114, 2.1256], [1.3742, -6.1757, 3.0318], [0.0499, -6.2573, 3.4613], [-0.9113, -5.3787, 2.9942], [-0.5140, -4.4107, 2.0869], [-4.6752, -2.1858, 0.9187], [-5.6494, -2.9054, 1.5928], [-6.9750, -2.5940, 1.3360], [-7.3237, -1.5985, 0.4248], [-6.3591, -0.8759, -0.2562], [-5.0331, -1.1776, 0.0009], [-1.3831, 0.1912, -1.9170], [6.5260, -1.6033, -2.1961], [5.8839, 0.2255, -3.6864], [3.5254, 1.0129, -3.7943], [0.0309, 2.2542, -5.2806], [-1.8019, 3.3205, -6.5772], [-4.1336, 3.0814, -5.8848], [-4.7336, 1.7661, -3.8589], [4.8462, -2.7173, -0.7477], [2.8020, -5.1397, 1.7905], [2.0939, -6.8832, 3.4170], [-0.2252, -7.0203, 4.1747], [-1.9381, -5.4272, 3.3189], [-5.3803, -3.6909, 2.2815], [-7.7590, -3.1403, 1.8414], [-8.3680, -1.3976, 0.2385], [-6.6151, -0.1125, -0.9750], [3.6179, 2.4787, 3.5220], [3.6418, 1.0150, 3.9573], [2.3962, 0.2146, 3.5719], [2.3445, -0.2816, 2.1253], [2.2124, 0.7866, 1.1644], [1.0366, 1.3270, 0.8129], [-0.4184, 0.7607, 1.4524], [1.0682, 2.3707, -0.0270], [-0.1042, 3.1110, -0.4293], [-0.4625, 4.2201, 0.5643], [0.6633, 5.2150, 0.8516], [1.1687, 5.9590, -0.3796], [4.3944, 3.0331, 4.0466], [2.6588, 2.9329, 3.7640], [3.7935, 2.5952, 2.4547], [3.7183, 0.9969, 5.0460], [4.5332, 0.5274, 3.5575], [1.5055, 0.8164, 3.7556], [2.3377, -0.6698, 4.2078], [1.4627, -0.9232, 2.0219], [3.2340, -0.8617, 1.8702], [3.0599, 1.1787, 0.7826], [1.9645, 2.7140, -0.3378], [-0.9401, 2.4057, -0.4731], [0.0710, 3.5095, -1.4298], [-0.7515, 3.7469, 1.5038], [-1.3314, 4.7478, 0.1705], [1.4974, 4.6968, 1.3314], [0.2855, 5.9467, 1.5696], [1.6317, 5.2839, -1.0961], [1.9125, 6.6976, -0.0867], [0.3507, 6.4761, -0.8754]],
  "forces_ev_per_a": [[-0.12, -0.49, -0.49], [0.06, -0.09, 0.08], [-0.03, 0.11, -0.08], [-0.02, 0.03, 0.07], [0.37, -0.53, 0.33], [-0.45, -0.19, 0.16], [-0.17, 0.05, -0.30], [0.42, -0.19, 0.51], [-0.82, 0.16, 0.01], [0.01, -0.04, 0.12], [0.12, -0.01, -0.05], [-0.12, -0.03, 0.02], [0.08, -0.05, 0.09], [0.66, 0.30, -0.41], [0.38, -0.27, 0.55], [-0.25, 0.04, -0.13], [0.61, -0.10, -0.22], [-0.43, 0.30, 0.33], [0.57, -0.04, -0.22], [-0.18, -0.11, 0.08], [0.03, 0.46, -0.33], [-0.02, -0.58, 0.00], [-0.04, 0.53, -0.33], [0.01, -0.24, 0.05], [-0.63, 0.02, 0.04], [0.53, 0.28, 0.10], [0.06, 0.56, -0.59], [-0.05, 0.03, 0.08], [-0.64, -0.30, 0.51], [0.00, 0.08, -0.06], [0.12, 0.00, -0.04], [-0.12, -0.01, 0.03], [-0.02, 0.07, -0.05], [0.84, -0.16, 0.03], [-0.52, 0.50, -0.44], [0.07, 0.05, 0.03], [0.05, -0.08, 0.08], [-0.03, 0.12, -0.07], [0.07, 0.03, 0.04], [-0.13, -0.60, 0.50], [-0.37, -0.12, -0.60], [0.05, -0.03, 0.01], [0.09, 0.04, -0.06], [0.01, 0.07, -0.07], [0.09, 0.05, -0.02], [0.02, 0.04, -0.06], [-0.06, 0.04, -0.05], [-0.10, 0.05, 0.03], [0.04, -0.07, 0.10], [0.14, -0.02, -0.03], [0.07, -0.04, 0.02], [-0.03, -0.06, 0.04], [-0.13, -0.04, 0.06], [0.04, -0.07, 0.07], [-0.02, -0.03, 0.03], [-0.10, 0.03, 0.00], [-0.05, 0.05, -0.06], [0.13, -0.13, 0.08], [-0.25, 0.08, -0.02], [0.27, -0.09, -0.19], [-0.23, -0.18, 0.55], [0.35, 0.12, -0.52], [-0.62, 0.02, 0.73], [0.07, 0.38, 0.43], [0.47, -0.02, -0.34], [-0.46, 0.26, 0.13], [0.28, -0.05, -0.03], [-0.18, 0.01, -0.17], [0.00, -0.06, 0.28], [0.05, 0.11, -0.03], [-0.09, 0.07, -0.02], [-0.03, 0.07, -0.09], [0.11, -0.06, 0.02], [0.11, -0.08, 0.08], [-0.11, -0.05, 0.06], [-0.08, -0.06, 0.07], [0.28, 0.07, -0.05], [0.00, 0.01, 0.01], [-0.07, -0.02, -0.04], [-0.02, -0.07, -0.01], [0.17, 0.15, -0.13], [0.03, -0.02, -0.01], [-0.12, -0.04, -0.03], [-0.12, 0.07, 0.00], [-0.01, -0.01, 0.09], [0.08, -0.04, 0.08], [0.05, -0.04, -0.15], [0.07, 0.08, -0.09], [-0.07, 0.07, -0.13]]
}

---

Values for maximum force, hartree/bohr, ordered as above
0.05012 0.09470 0.01864
Values for energy above the lowest of the compared OMol25 structures with the same formula, charge and spin, kJ/mol, ordered as above
34.2 69.5 12.9